Computed, not measured: 2 unconnected molecules or ions with the total composition C4H12 in a non-equilibrium geometry, with ωB97M-V/def2-TZVPD.

Structure (XYZ):
```
16
Properties=species:S:1:pos:R:3:mulliken_charge:R:1
C 1.114 1.277 -1.250 -0.607
H 0.276 -1.547 -0.383 0.158
H -1.809 -1.156 0.482 0.228
H 0.086 -2.975 0.525 0.330
H 1.106 -1.678 1.021 0.315
H -0.103 3.020 -0.472 0.325
C -0.105 1.941 -0.635 -0.685
H -0.922 -0.304 1.789 0.213
H 1.016 0.192 -1.195 0.048
C -1.118 -1.265 1.320 -0.740
H 2.040 1.470 -0.715 0.262
H -0.357 1.539 0.351 0.099
H -1.551 -1.889 2.100 0.328
H 1.202 1.489 -2.315 0.307
C 0.101 -1.890 0.641 -0.832
H -0.976 1.774 -1.265 0.252
```

E_HOMO   -11.415 eV
E_LUMO   1.2 eV
ΔE to the lowest compared entry with this formula, charge and spin   33.7 kJ/mol
SMILES   CC.CC
Multiplicity   1